1.
Below is 6 unconnected molecules or ions with the total composition C6H22ClO12, with properties calculated with ωB97M-V/def2-TZVPD.

Geometry as XYZ:
```
41
Properties=species:S:1:pos:R:3:lowdin_charge:R:1
Cl -0.2017 -0.8179 -0.9830 0.65
O 1.0014 -1.5776 -0.8606 -0.33
O -0.4436 -0.4656 -2.3512 -0.35
O -1.3377 -1.5278 -0.4447 -0.37
O -0.0554 0.4292 -0.2231 -0.40
O -4.2025 -2.0861 -0.0990 -0.08
H -3.9475 -2.4334 0.7613 0.00
H -3.3819 -1.7018 -0.4475 0.00
O 4.1580 -2.0284 -1.8075 -0.07
H 4.9582 -1.7029 -1.3867 0.02
H 3.7068 -1.2247 -2.1149 0.00
C 2.9678 1.4303 -1.8239 -0.21
C 3.2352 1.3619 -0.3197 -0.22
O 4.4600 2.0601 -0.0301 -0.09
O 4.0179 0.7600 -2.5580 -0.09
H 3.0577 2.4973 -2.0862 0.11
H 2.0062 1.0483 -2.1553 0.11
H 3.4106 0.3337 -0.0172 0.12
H 2.3725 1.8486 0.1400 0.11
H 4.2364 2.9976 -0.0471 0.08
H 4.8236 1.1775 -2.2216 0.08
C -0.9668 -5.1523 1.4100 -0.25
C -1.2924 -4.2340 2.5621 -0.26
O -2.6069 -3.7209 2.4439 -0.06
O -0.7998 -4.4483 0.1922 -0.06
H -1.8630 -5.7789 1.2683 0.12
H -0.0964 -5.7440 1.6783 0.12
H -0.5817 -3.3918 2.4766 0.13
H -1.0434 -4.6807 3.5339 0.11
H -2.6995 -2.9626 3.0243 0.09
H -1.5045 -3.7838 0.1656 0.06
C -1.4041 4.1952 0.3045 -0.26
C -2.5330 5.1836 0.4695 -0.23
O -3.4596 5.0396 -0.6297 -0.09
O -1.8550 2.8949 0.6675 -0.07
H -0.5147 4.4631 0.8927 0.11
H -1.0300 4.1324 -0.7203 0.12
H -2.1464 6.1988 0.4255 0.11
H -3.1369 4.9703 1.3545 0.12
H -3.8939 4.1863 -0.5342 0.08
H -1.4137 2.2546 0.0909 0.06
```

Its net charge is -1. The multiplicity is 1. The LUMO energy comes out at 0.096 hartree. Its HOMO energy is -0.244 Ha. For the relative energy (zero: lowest compared OMol25 entry of this formula, charge and spin), the calculation gives 22.5 kcal/mol.

***

2.
Below is 6 unconnected molecules or ions with the total composition C6H22NO6, with properties calculated with ωB97M-V/def2-TZVPD.

Geometry as XYZ:
```
35
Properties=species:S:1:pos:R:3:lowdin_charge:R:1
C -0.5754 1.3777 -2.2868 -0.15
C -0.2611 -0.0669 -2.0015 -0.19
C 0.9381 -0.4026 -1.1732 -0.13
C 1.2965 -0.1961 0.1140 -0.17
C 2.2074 -1.0714 0.8738 -0.09
C 1.9267 -1.8508 1.9277 -0.19
O 2.7955 -2.7670 2.4233 0.03
N -1.0200 2.1545 -1.0632 0.20
H -1.4141 1.3365 -3.0261 0.14
H 0.2022 1.9679 -2.8151 0.13
H -1.1355 -0.6447 -1.6127 0.09
H -0.2595 -0.6136 -2.9768 0.14
H 1.6261 -1.2000 -1.5907 0.14
H 0.7900 0.6297 0.6148 0.10
H 3.1709 -1.1224 0.3821 0.11
H 0.9610 -1.8196 2.4096 0.10
H 3.3725 -2.9860 1.6784 0.11
H -1.8628 2.7772 -1.1534 0.19
H -0.2095 2.7293 -0.7814 0.15
H -1.3797 1.4883 -0.3753 0.13
H -1.4779 1.7071 1.8384 -0.02
H -1.9350 2.9618 2.6921 0.05
O -1.7693 2.6272 1.8104 -0.06
H 2.3498 2.9925 -1.0112 0.07
H 2.7484 1.5720 -0.8219 0.06
O 2.0586 2.0972 -1.2454 -0.05
H -2.0721 -1.3566 0.0938 -0.01
H -3.6369 -1.2170 -0.2374 0.07
O -2.7372 -1.1611 -0.5798 -0.07
H -0.6374 -0.9053 1.8085 -0.01
H -1.0981 -0.3177 3.1298 0.08
O -1.0877 -0.1347 2.1775 -0.05
H -0.4560 -2.4286 -0.4001 0.05
H -0.7110 -3.5546 0.6643 0.09
O -0.7075 -2.6022 0.5139 -0.03
```

Its net charge is +1. The multiplicity is 1. The LUMO energy comes out at -0.100 hartree. Its HOMO energy is -0.423 Ha. For the relative energy (zero: lowest compared OMol25 entry of this formula, charge and spin), the calculation gives 17.7 kcal/mol.

***

3.
Below is 5 unconnected molecules or ions with the total composition C6H22O5, with properties calculated with ωB97M-V/def2-TZVPD.

Geometry as XYZ:
```
33
Properties=species:S:1:pos:R:3:lowdin_charge:R:1
C 4.0414 -1.6682 1.5800 -0.08
C 2.7852 -1.4910 0.6857 -0.30
O 2.8757 -0.2257 0.0228 -0.12
H 4.9179 -1.7484 0.9372 0.07
H 3.9014 -2.5613 2.1459 0.05
H 4.1950 -0.8255 2.3089 0.09
H 1.8180 -1.5558 1.2697 0.12
H 2.7299 -2.2803 -0.1251 0.12
H 2.0770 -0.2505 -0.4989 0.04
C -2.4159 -3.0885 0.5101 -0.09
C -1.4554 -1.9628 0.0907 -0.33
O -1.1979 -1.1658 1.2189 -0.09
H -3.4531 -2.7945 0.7670 0.08
H -1.9987 -3.6742 1.3207 0.07
H -2.5145 -3.7043 -0.3489 0.05
H -2.0211 -1.3711 -0.6409 0.10
H -0.5363 -2.3800 -0.3331 0.11
H -0.7251 -0.3909 0.9252 0.02
C -1.4474 3.4373 -1.4331 -0.08
C -2.5615 2.5775 -1.9942 -0.32
O -2.5024 1.3546 -1.3092 -0.09
H -0.5309 3.0579 -1.8159 0.06
H -1.4582 3.2616 -0.3713 0.08
H -1.5824 4.4940 -1.6838 0.09
H -2.4352 2.4504 -3.0855 0.12
H -3.5380 3.0779 -1.8601 0.12
H -3.2595 0.7712 -1.4174 0.10
O 0.2133 0.6532 -0.3669 -0.07
H -0.6417 0.8608 -0.7686 0.02
H 0.5809 1.4399 0.0983 0.03
O 1.8521 2.2198 1.2638 -0.06
H 2.5499 1.7249 0.8057 0.03
H 1.7377 1.7580 2.1025 0.06
```

The multiplicity is 1. The LUMO energy comes out at 0.022 hartree. Its HOMO energy is -0.361 Ha. For the relative energy (zero: lowest compared OMol25 entry of this formula, charge and spin), the calculation gives 18.6 kcal/mol.

***

4.
Below is 5 unconnected molecules or ions with the total composition C6H22O5, with properties calculated with ωB97M-V/def2-TZVPD.

Geometry as XYZ:
```
33
Properties=species:S:1:pos:R:3:lowdin_charge:R:1
O 3.7792 -1.4730 5.6099 -0.05
H 3.2399 -0.9656 6.2165 0.03
H 4.3095 -2.0361 6.1736 0.03
O 2.7171 0.2572 1.4491 -0.05
H 1.9035 0.6970 1.6959 0.02
H 3.0414 -0.1234 2.2654 0.03
C -0.4878 -4.6115 -0.2623 -0.11
C -1.1367 -3.6930 -1.2735 -0.36
O -1.0713 -4.4667 -2.4122 -0.07
H 0.5758 -4.5299 -0.4862 0.07
H -0.8450 -5.6407 -0.2257 0.08
H -0.5421 -4.1637 0.7300 0.07
H -0.6044 -2.7426 -1.2339 0.11
H -2.1737 -3.6112 -0.9477 0.11
H -1.9745 -4.5022 -2.7357 0.09
C -2.8632 3.2641 2.3213 -0.10
C -2.3600 2.0582 3.0476 -0.33
O -1.0401 2.4257 3.4770 -0.08
H -3.7887 2.9706 1.8259 0.07
H -2.1695 3.6364 1.5674 0.08
H -3.1280 3.9912 3.0889 0.08
H -2.3735 1.1473 2.4490 0.10
H -3.0763 1.8619 3.8453 0.11
H -0.8478 1.9394 4.2821 0.08
C 0.3134 2.1100 -4.5089 -0.10
C 1.8184 2.1895 -4.7951 -0.32
O 2.5930 1.1930 -4.1363 -0.07
H 0.0955 2.2118 -3.4458 0.07
H -0.1085 1.1869 -4.9062 0.07
H -0.2464 2.8673 -5.0577 0.07
H 2.0641 3.2250 -4.5595 0.10
H 1.9177 2.0164 -5.8667 0.11
H 2.4694 1.3107 -3.1916 0.08
```

The multiplicity is 1. The LUMO energy comes out at 0.011 hartree. Its HOMO energy is -0.372 Ha. For the relative energy (zero: lowest compared OMol25 entry of this formula, charge and spin), the calculation gives 50.2 kcal/mol.

***

5.
Below is a molecular structure, C6H23BMgNO2PS, with properties calculated with ωB97M-V/def2-TZVPD.

Geometry as XYZ:
```
36
Properties=species:S:1:pos:R:3:mulliken_spin:R:1
Mg 0.1982 -0.5235 0.0438 0.10
H -2.4506 2.0386 -0.3617 0.00
H -1.0623 1.0282 1.1204 0.03
P 1.7105 1.1360 -0.6893 -0.01
C 2.1995 1.0395 -2.5044 0.02
H 2.8983 1.8363 -2.7594 0.00
H 2.6722 0.0802 -2.7157 0.00
H 1.3149 1.1390 -3.1340 0.00
C 1.2067 2.9485 -0.6040 0.00
H 1.0333 3.2472 0.4296 0.00
H 1.9864 3.5852 -1.0224 0.00
H 0.2890 3.1086 -1.1713 0.00
C 3.4175 1.2272 0.1014 0.01
H 3.9343 0.2739 -0.0106 0.00
H 4.0188 2.0049 -0.3701 0.00
H 3.3293 1.4535 1.1640 0.00
C 1.2574 -1.2080 1.5016 0.04
O 1.8565 -1.5711 2.3983 0.00
H -2.1685 1.2585 2.3419 0.00
H -1.0093 2.4110 2.0457 0.00
H -2.3933 3.5110 0.5823 0.00
H -3.6341 2.2836 0.9036 0.00
B -2.6199 2.4572 0.5826 0.02
N -1.6118 1.7140 1.6344 -0.01
H -0.7853 0.0903 -1.2261 0.51
H 0.7677 -1.4813 -1.1687 0.31
C -2.7544 -3.6092 1.0247 0.00
S -0.9643 -3.2924 1.1869 0.00
C -0.5957 -3.7551 -0.5400 0.01
O -1.1290 -1.7827 0.8892 0.00
H -2.9293 -4.7034 0.9611 0.00
H -3.1776 -3.1174 0.1225 0.00
H -3.2766 -3.2250 1.9248 0.00
H -1.0899 -3.0732 -1.2651 -0.01
H 0.5025 -3.7369 -0.6904 -0.01
H -0.9412 -4.7931 -0.7258 0.00
```

Its net charge is +1. The multiplicity is 2. As for the expectation value of S²: 0.758. The LUMO energy (alpha / beta) comes out at -0.148 / -0.215 hartree. Its HOMO energy (alpha / beta) is -0.475 / -0.448 Ha. For the relative energy (zero: lowest compared OMol25 entry of this formula, charge and spin), the calculation gives 80.7 kcal/mol.

***

6.
Below is 4 unconnected molecules or ions with the total composition C6H23BN2O6, with properties calculated with ωB97M-V/def2-TZVPD.

Geometry as XYZ:
```
38
Properties=species:S:1:pos:R:3:lowdin_charge:R:1
N 0.9734 -0.8101 2.3734 0.04
C 0.0228 -1.3216 1.4056 -0.30
O -1.2281 -0.6699 1.4993 -0.14
C -1.6565 -0.0076 0.3173 -0.17
C -1.3080 1.4967 0.3125 -0.23
N -2.4914 2.3960 0.3296 0.04
B -0.3455 1.9224 -0.8907 -0.61
O 0.5334 2.9740 -0.7081 0.15
O -0.2832 1.2406 -2.0931 0.14
H 0.6196 0.0004 2.8585 0.07
H 1.2668 -1.5188 3.0262 0.06
H -0.1421 -2.3938 1.5686 0.12
H 0.4550 -1.2221 0.4038 0.11
H -1.2623 -0.5078 -0.5701 0.11
H -2.7450 -0.1174 0.2716 0.12
H -0.7391 1.7035 1.2213 0.14
H -2.6706 2.7355 1.2646 0.07
H -3.3270 1.9113 0.0277 0.06
H 1.4230 2.6552 -0.9186 0.07
H -1.1409 1.0067 -2.4626 0.09
C -1.2070 -3.6095 4.6672 -0.16
O -0.8859 -2.2442 4.4344 -0.13
H -0.5798 -3.9576 5.4844 0.08
H -2.2551 -3.7297 4.9533 0.08
H -1.0059 -4.2227 3.7836 0.07
H -1.4361 -1.9262 3.7096 0.06
C 0.1538 0.2706 -5.3142 -0.15
O -1.1613 0.3506 -4.7729 -0.13
H 0.4714 -0.7662 -5.2381 0.08
H 0.1656 0.5674 -6.3657 0.08
H 0.8482 0.8958 -4.7486 0.07
H -1.4473 1.2662 -4.8424 0.08
C 3.6433 0.5916 -0.9205 -0.14
O 3.6054 2.0176 -0.9841 -0.12
H 2.9485 0.2186 -1.6699 0.08
H 4.6428 0.2145 -1.1493 0.08
H 3.3311 0.2271 0.0615 0.07
H 4.2138 2.3630 -0.3253 0.08
```

The multiplicity is 1. The LUMO energy comes out at 0.023 hartree. Its HOMO energy is -0.320 Ha.